[1]
ORCA calculation (the ωB97M-V functional and the def2-TZVPD basis) on a cluster of 2 separate species, C3H7N2O in total at a distorted geometry.

**Gap between HOMO and LUMO**: 11.06 eV
**Total charge**: +1
**F_max**: 2.07 eV Å⁻¹
**Molecular weight**: 87.10 g/mol
**HOMO**: -14.61 eV

Last column: Mulliken charge in e.
Cartesian coordinates (Å):
C -1.23328 0.39038 -1.36121  -0.200
C -1.88799 0.68825 -0.20588  -0.273
N -0.94597 0.72483 0.79229  -0.048
C 0.23702 0.30675 0.30812  -0.126
N 0.01409 -0.07534 -0.93982  -0.044
H -1.30640 0.65557 -2.40222  0.376
H -2.89504 1.05916 -0.17139  0.371
H -1.14562 0.71610 1.77904  0.286
H 1.09760 0.24782 0.95300  0.403
H 0.70734 -0.66218 -1.38472  0.247
H 3.08992 -1.51918 1.83504  0.316
H 2.65491 -2.30058 0.65902  0.323
O 2.73100 -1.38881 0.96601  -0.630


[2]
ORCA calculation (the ωB97M-V functional and the def2-TZVPD basis) on a cluster of 2 separate species, Br2ClHSi in total at a distorted geometry.

**Gap between HOMO and LUMO (spin up / spin down)**: 8.93 / 5.14 eV
**Total charge**: 0
**F_max**: 1.06 eV Å⁻¹
**Molecular weight**: 224.35 g/mol
**HOMO (spin up / spin down)**: -10.98 / -8.71 eV

Last column: Mulliken charge in e.
Cartesian coordinates (Å):
Si 0.48988 0.08723 0.15469  0.397
Cl -0.11284 -0.01942 -1.78124  -0.122
Br 0.89614 2.10266 0.97714  -0.153
Br -3.13905 -1.62315 0.22874  -0.094
H 1.86587 -0.54732 0.42068  -0.028


[3]
ORCA calculation (the ωB97M-V functional and the def2-TZVPD basis) on a structure of composition H13LiO7 at a distorted geometry.

**Gap between HOMO and LUMO**: 8.99 eV
**Total charge**: 0
**F_max**: 10.93 eV Å⁻¹
**Molecular weight**: 132.04 g/mol
**HOMO**: -9.92 eV

Last column: Mulliken charge in e.
Cartesian coordinates (Å):
Li -0.52748 -0.93910 -1.73748  0.875
O -0.26548 -0.26910 0.18352  -0.883
H 0.30552 -0.96010 0.42952  0.463
O 0.85652 0.26490 2.25552  -0.693
H 0.59452 -0.19910 1.48652  0.099
H 0.65152 1.20990 1.80252  0.283
O -2.87048 2.08590 -0.20848  -0.667
H -3.09348 1.16790 -0.29948  0.261
H -1.96048 1.94190 -0.52448  0.445
O -0.35348 1.44690 -0.85748  -1.064
H 0.19952 2.07790 -0.15448  0.235
H -0.26748 0.55690 -0.31548  0.496
O 1.40052 -0.73410 -2.42148  -0.479
H 1.98952 -0.25210 -1.89448  0.243
H 1.92752 -0.82210 -3.23248  0.276
O -2.47148 -1.59210 0.95252  -0.677
H -2.77248 -1.16710 1.84452  0.322
H -1.73748 -1.07010 0.72252  0.417
O 2.72152 -1.26310 0.87552  -0.541
H 3.53652 -0.89010 0.48552  0.320
H 2.13652 -0.59410 0.60752  0.271


[4]
ORCA calculation (the ωB97M-V functional and the def2-TZVPD basis) on a structure of composition C19H23ClCoN2O6 at a distorted geometry.

**Gap between HOMO and LUMO (spin up / spin down)**: 8.62 / 8.90 eV
**Multiplicity**: 2
**Total charge**: 0
**F_max**: 1.12 eV Å⁻¹
**Molecular weight**: 469.79 g/mol
**HOMO (spin up / spin down)**: -8.51 / -8.51 eV

Last column: Mulliken charge in e.
Cartesian coordinates (Å):
Co -0.73686 0.20849 0.85912  0.383
N 0.88851 0.22193 -0.31729  0.064
C 0.72624 1.12715 -1.46620  -0.417
C 0.43409 2.55990 -1.00953  -0.826
C -1.00057 2.79729 -0.52914  -0.426
N -1.27646 2.17757 0.78074  -0.348
H 1.66954 0.51869 0.26545  -0.207
H 1.11657 -0.71961 -0.63207  0.347
H -0.10877 0.74821 -2.06022  0.291
H 1.62036 1.10077 -2.09797  0.425
H 0.62431 3.22836 -1.85150  0.438
H 1.13318 2.84815 -0.21733  0.295
H -1.69179 2.36015 -1.25497  0.209
H -1.20476 3.87246 -0.48599  0.439
H -2.24434 2.33098 1.04483  0.263
H -0.67240 2.57694 1.50804  0.391
C 2.99259 -2.98346 2.65040  -1.416
C 3.48293 -1.77672 1.91348  1.090
C 4.12596 -1.87826 0.69145  -0.815
C 4.55399 -0.74139 0.01850  0.201
Cl 5.34303 -0.90880 -1.52178  -0.239
C 4.35931 0.51329 0.55621  -0.701
C 3.71089 0.63752 1.78058  -0.858
C 3.27274 -0.49696 2.45208  0.815
O 2.61704 -0.46511 3.64438  -0.507
C 2.02736 0.76951 3.98860  -0.768
C 0.99647 1.21988 2.93868  0.966
O 0.36326 0.26271 2.39029  -0.572
O 0.85222 2.41716 2.69716  -0.772
H 3.20542 -3.88967 2.08759  0.416
H 1.91836 -2.91835 2.82152  0.261
H 3.46365 -3.06087 3.62971  0.320
H 4.28824 -2.85273 0.25116  0.378
H 4.71056 1.39052 0.03141  0.470
H 3.56951 1.62417 2.19624  0.358
H 2.77386 1.55747 4.12153  0.389
H 1.52003 0.61231 4.94145  0.367
O -3.43977 -3.30352 -2.73735  -0.512
C -4.06524 -2.09988 -2.71254  1.021
C -5.27000 -1.90710 -3.38293  -0.814
C -5.91344 -0.68373 -3.33669  -0.447
C -5.37169 0.36089 -2.60309  -0.856
C -4.18653 0.15534 -1.92098  -0.151
C -3.50432 -1.05617 -1.96996  0.440
C -2.18301 -1.18678 -1.26158  0.370
O -1.26336 -1.84521 -1.72452  -0.661
O -2.11179 -0.50563 -0.17055  -0.703
H -3.94319 -3.90154 -3.30108  0.293
H -5.70212 -2.72993 -3.94144  0.272
H -6.84541 -0.55219 -3.86898  0.374
H -5.87042 1.31837 -2.55937  0.396
H -3.75398 0.94740 -1.32553  0.276


[5]
ORCA calculation (the ωB97M-V functional and the def2-TZVPD basis) on a structure of composition B3F12Sn at a distorted geometry.

**Gap between HOMO and LUMO**: 7.10 eV
**Total charge**: -1
**F_max**: 4.31 eV Å⁻¹
**Molecular weight**: 379.12 g/mol
**HOMO**: -8.30 eV

Last column: Mulliken charge in e.
Cartesian coordinates (Å):
Sn 0.49604 1.94411 -0.29696  1.576
B -0.71172 -0.89869 0.85363  0.705
F -2.00620 -0.42367 0.74833  -0.324
F -0.07571 -0.84764 -0.40607  -0.386
F 0.06715 -0.05621 1.66686  -0.393
F -0.62041 -2.14581 1.46034  -0.340
B 3.28881 -1.04448 0.71339  0.421
F 3.82307 -0.49045 1.88096  -0.403
F 4.30243 -1.55968 -0.03864  -0.337
F 2.37393 -2.04954 1.05852  -0.380
F 2.51083 -0.07083 0.01295  -0.298
B -2.70504 1.53522 -1.54889  0.701
F -1.56325 1.80193 -2.31354  -0.413
F -2.97570 0.18018 -1.55176  -0.347
F -2.37407 1.92217 -0.22638  -0.425
F -3.83017 2.20339 -2.01273  -0.355


[6]
ORCA calculation (the ωB97M-V functional and the def2-TZVPD basis) on a cluster of 6 separate species, C42H89N8O8S in total at a distorted geometry.

**Gap between HOMO and LUMO**: 8.56 eV
**Total charge**: +1
**F_max**: 3.16 eV Å⁻¹
**Molecular weight**: 866.29 g/mol
**HOMO**: -10.41 eV

Last column: Mulliken charge in e.
Cartesian coordinates (Å):
C 7.21237 -2.37143 -0.50901  -0.135
C 6.26597 -2.31878 0.27047  -0.416
C 5.16108 -2.19784 1.20626  -0.507
C 4.45982 -0.83684 0.96321  0.784
C 3.07839 -0.94575 0.27043  -1.128
C 3.02653 -0.45959 -1.19187  0.858
C 1.86953 -1.14954 -1.95003  -2.181
C 0.53768 -0.36061 -1.96140  0.193
S -0.80975 -1.62103 -1.81910  -0.218
N 0.44742 0.57844 -0.80551  -0.120
C -0.88385 1.26459 -0.59823  -1.074
C -1.56046 1.79736 -1.86862  -0.914
C -2.92569 1.12781 -2.16430  -0.895
C -4.06445 2.13728 -2.25360  -1.350
C -4.73190 2.43036 -0.89382  -0.168
C -6.15204 1.86997 -0.77351  -1.445
C -6.22020 0.55816 0.03756  0.006
C -7.37802 -0.34410 -0.44814  -0.972
C -8.25229 -0.89257 0.70265  -0.519
C -7.89486 -2.33372 1.10913  -0.753
O -7.89256 -2.47805 2.51526  -0.366
C -6.71219 -1.94102 3.11092  -0.630
C 1.54402 1.59695 -0.77582  -1.336
O 1.71868 1.81816 0.60658  -0.039
C 1.71462 3.17589 1.04993  0.539
C 2.42598 3.17448 2.37792  -1.431
N 3.86819 3.05065 2.19273  0.007
C 4.50295 2.46035 3.37686  -0.787
C 6.03848 2.45987 3.26497  0.028
C 6.51405 2.32099 1.82511  -0.879
O 6.50510 1.33286 3.99287  -0.528
C 2.85527 1.06563 -1.35012  0.205
C 4.06040 1.85757 -0.85088  -0.971
N 5.27476 1.57849 -1.64068  -0.595
H 8.05706 -2.54101 -1.11501  0.465
H 4.49327 -3.04300 1.10963  0.467
H 5.60976 -2.16220 2.19457  -0.013
H 4.29672 -0.38946 1.94039  -0.607
H 5.12558 -0.18521 0.41632  -0.350
H 2.82535 -2.00215 0.24975  0.568
H 2.34176 -0.47461 0.92094  0.159
H 3.95042 -0.72867 -1.68921  1.123
H 2.14743 -1.29592 -2.98864  0.279
H 1.68439 -2.13473 -1.54552  0.670
H 0.47189 0.13654 -2.91688  0.817
H -1.20169 -1.45921 -0.54424  0.151
H 0.61275 0.00842 0.02755  0.810
H -0.66509 2.12031 0.03006  -0.045
H -1.53509 0.64626 -0.00257  0.856
H -0.91373 1.80096 -2.73945  0.599
H -1.80320 2.83674 -1.66908  0.624
H -3.17199 0.43972 -1.36123  0.316
H -2.83701 0.50936 -3.05167  0.558
H -3.76355 3.06055 -2.74279  0.535
H -4.83022 1.69447 -2.88559  0.485
H -4.81246 3.50422 -0.82592  0.261
H -4.12726 2.09966 -0.05092  0.379
H -6.76003 2.57951 -0.22007  0.300
H -6.63433 1.72389 -1.73475  0.521
H -5.26665 0.03305 0.00627  0.102
H -6.44005 0.77753 1.07733  0.399
H -6.97538 -1.20615 -0.97892  0.354
H -8.02916 0.19989 -1.12428  0.501
H -9.27387 -0.91946 0.33485  0.284
H -8.22757 -0.22806 1.55948  0.430
H -6.94118 -2.64544 0.67241  0.421
H -8.64474 -3.02767 0.74605  0.318
H -6.95014 -1.14267 3.80671  0.257
H -6.04593 -1.53419 2.35229  0.279
H -6.24174 -2.74654 3.66155  0.237
H 1.23769 2.51451 -1.27035  0.616
H 0.71768 3.61009 1.15055  -0.419
H 2.31136 3.77742 0.36514  0.246
H 2.10119 2.33477 2.98277  0.401
H 2.19447 4.08779 2.93731  0.461
H 4.29708 3.95963 2.06159  0.305
H 4.18232 1.42915 3.47246  0.383
H 4.21448 3.01513 4.27455  0.376
H 6.46528 3.35065 3.70916  0.341
H 6.17601 1.37841 1.40406  -0.108
H 6.19590 3.15471 1.21005  0.436
H 7.59935 2.35518 1.83607  0.423
H 6.47788 0.58655 3.38547  0.245
H 2.82165 1.25562 -2.43037  0.638
H 4.19989 1.66181 0.20301  -0.023
H 3.88343 2.92824 -0.94839  0.209
H 5.94612 1.11569 -1.04277  0.377
H 5.04187 0.94839 -2.39664  0.385
C -6.74036 -1.93554 7.38549  0.111
O -6.02218 -1.66523 6.44032  -0.557
N -7.67946 -2.89668 7.38772  0.134
C -8.50238 -3.16848 8.55040  -0.916
C -7.87487 -3.68858 6.18261  -0.820
H -6.67352 -1.39383 8.34429  0.255
H -8.35233 -4.19918 8.87738  0.329
H -9.55519 -3.02477 8.30031  0.333
H -8.23879 -2.49810 9.36542  0.295
H -6.94816 -4.20375 5.92632  0.281
H -8.14637 -3.03839 5.35077  0.186
H -8.66367 -4.41804 6.34483  0.369
C 6.94111 -1.70922 4.71655  0.232
O 6.03841 -2.02069 3.95039  -0.777
N 7.75225 -2.57275 5.33992  0.078
C 8.80662 -2.13092 6.23344  -0.934
C 7.56729 -3.99766 5.11175  -0.919
H 7.16158 -0.65801 4.95470  0.302
H 9.77376 -2.47219 5.86028  0.347
H 8.64362 -2.54470 7.23003  0.346
H 8.81607 -1.04527 6.29880  0.298
H 7.68545 -4.21930 4.05077  0.286
H 6.56160 -4.29150 5.41286  0.287
H 8.29820 -4.56123 5.68498  0.395
C 1.39201 -3.01409 -5.32337  0.040
O 2.25123 -2.66541 -4.51824  -0.710
N 0.67964 -4.13800 -5.23138  0.163
C -0.32842 -4.49792 -6.21759  -0.723
C 0.92137 -5.02779 -4.10626  -0.891
H 1.13315 -2.40836 -6.20253  0.376
H -1.29896 -4.58906 -5.72635  0.340
H -0.06587 -5.45589 -6.67189  0.356
H -0.39505 -3.73505 -6.99911  0.134
H 0.73334 -4.49935 -3.17014  0.186
H 1.96142 -5.35524 -4.11111  0.310
H 0.26695 -5.89214 -4.17366  0.410
C 0.33319 -1.78943 -8.81333  0.256
O -0.54546 -1.92607 -7.97300  -0.725
N 0.19242 -1.12473 -9.96355  0.111
C 1.27585 -0.99923 -10.92238  -0.902
C -1.09201 -0.50793 -10.26174  -0.938
H 1.34095 -2.22039 -8.68136  0.214
H 1.51125 0.05489 -11.07645  0.341
H 0.97802 -1.44042 -11.87456  0.341
H 2.16448 -1.51023 -10.55896  0.314
H -1.34100 0.21686 -9.48663  0.296
H -1.87073 -1.27012 -10.28069  0.297
H -1.04642 -0.00952 -11.22585  0.386
C -2.42225 5.17510 0.93611  -0.061
O -3.46640 5.06500 0.32423  -0.616
N -1.65652 6.28028 0.95981  0.139
C -0.42243 6.35139 1.71726  -1.019
C -2.08896 7.44363 0.19867  -0.997
H -2.00927 4.34861 1.54564  0.451
H -0.48739 7.14974 2.45814  0.421
H 0.41415 6.55844 1.04524  0.339
H -0.23956 5.40938 2.23185  0.344
H -3.06762 7.76994 0.54965  0.299
H -2.17359 7.18299 -0.85652  0.309
H -1.37126 8.25061 0.31841  0.405


[7]
ORCA calculation (the ωB97M-V functional and the def2-TZVPD basis) on an isolated molecule of C9H9F3 at a distorted geometry.

**SMILES string**: FC1=C2[C@H]3CC[C@H](C3)[C@@H]2C1(F)F
**Gap between HOMO and LUMO**: 10.42 eV
**Total charge**: 0
**F_max**: 4.55 eV Å⁻¹
**Molecular weight**: 174.17 g/mol
**HOMO**: -9.53 eV

Last column: Mulliken charge in e.
Cartesian coordinates (Å):
F 0.10739 2.32803 -2.03020  -0.313
C 0.59590 1.13901 -1.75726  -0.340
C -0.05458 0.17086 -1.17795  0.083
C -1.22400 0.34683 -0.22317  -0.008
C -1.66268 -0.98733 0.25790  -0.737
C -0.48478 -1.47408 1.06692  -1.176
C 0.48069 -0.31250 0.92615  0.229
C -0.46815 0.89292 0.89254  -1.097
C 1.13550 -0.48600 -0.45327  -0.928
C 1.91456 0.76853 -1.11857  1.203
F 2.81059 0.46905 -2.11286  -0.326
F 2.46654 1.51721 -0.14769  -0.280
H -2.07785 0.99265 -0.42691  0.507
H -1.82430 -1.68082 -0.60173  0.297
H -2.59534 -0.94114 0.81919  0.368
H -0.13219 -2.43499 0.76210  0.430
H -0.79389 -1.56579 2.06926  0.339
H 1.29084 -0.08365 1.70002  0.485
H -0.97426 0.95774 1.77639  0.473
H 0.12804 1.82492 0.64669  0.300
H 1.36197 -1.44144 -0.86757  0.490


[8]
ORCA calculation (the ωB97M-V functional and the def2-TZVPD basis) on a structure of composition C3H4INOS at a distorted geometry.

**Gap between HOMO and LUMO**: 8.45 eV
**Total charge**: 0
**F_max**: 6.44 eV Å⁻¹
**Molecular weight**: 229.04 g/mol
**HOMO**: -8.96 eV

Last column: Mulliken charge in e.
Cartesian coordinates (Å):
C 0.57769 -0.62393 1.51159  0.472
C -0.13827 0.69416 1.28734  -0.421
C -0.48416 -0.91173 -0.98689  -0.378
N 0.21686 -1.64237 0.68467  -0.475
O 1.22626 -0.84833 2.50762  -0.600
S -1.24980 0.45127 -0.18935  -0.101
I 0.87977 -3.49163 0.94494  0.145
H -0.80004 0.76234 2.15373  0.328
H 0.53449 1.37539 1.00554  0.385
H 0.33145 -0.78030 -1.56420  0.311
H -1.19078 -1.52402 -1.38493  0.334